{"formula": "C49H75N7OSi3TeZr", "method": "the ωB97M-V functional and the def2-TZVPD basis", "species": ["Zr", "C", "C", "C", "C", "C", "C", "C", "C", "C", "C", "H", "H", "H", "H", "H", "H", "H", "H", "H", "H", "H", "H", "H", "H", "H", "C", "Si", "C", "C", "C", "Si", "C", "C", "C", "Si", "C", "C", "C", "C", "C", "C", "C", "N", "H", "H", "H", "H", "H", "H", "H", "H", "H", "H", "H", "H", "H", "H", "H", "H", "H", "H", "H", "H", "H", "H", "H", "H", "H", "H", "H", "H", "C", "Te", "C", "C", "C", "C", "C", "C", "C", "H", "H", "H", "H", "H", "H", "H", "H", "C", "N", "N", "C", "O", "C", "C", "C", "C", "C", "C", "C", "C", "C", "H", "H", "H", "H", "H", "H", "H", "H", "H", "H", "H", "H", "C", "N", "C", "N", "C", "N", "C", "N", "C", "C", "H", "H", "H", "H", "H", "H", "H", "H", "H", "H", "H", "H"], "xyz": [[0.578, 0.112, 0.241], [2.196, -2.293, 0.670], [2.736, -0.920, 0.637], [3.293, -0.719, 1.997], [2.910, -1.765, 2.793], [2.242, -2.733, 1.981], [1.795, -4.052, 2.518], [3.241, -1.996, 4.243], [4.456, 0.159, 2.355], [3.608, -0.476, -0.533], [2.164, -3.243, -0.492], [1.531, -4.761, 1.735], [0.914, -3.930, 3.161], [2.580, -4.502, 3.136], [3.538, -1.079, 4.755], [4.067, -2.710, 4.353], [2.387, -2.421, 4.784], [4.433, 1.171, 1.964], [5.362, -0.314, 1.948], [4.591, 0.218, 3.437], [3.073, -0.020, -1.361], [4.164, -1.326, -0.930], [4.341, 0.254, -0.202], [1.654, -2.866, -1.362], [1.690, -4.184, -0.213], [3.192, -3.489, -0.784], [-0.617, 4.394, 3.506], [-1.417, 3.195, 2.285], [-2.094, 4.310, 0.932], [-2.866, 2.403, 3.190], [-0.045, 1.974, 1.741], [0.402, 1.205, 3.408], [2.094, 1.663, 4.004], [0.051, -0.610, 3.013], [-0.630, 1.376, 4.954], [1.122, 3.203, 0.975], [1.283, 5.001, 1.388], [2.896, 2.649, 0.788], [0.687, 3.038, -0.881], [0.395, 4.105, -1.718], [0.516, 3.952, -3.091], [0.985, 2.737, -3.584], [1.210, 1.698, -2.712], [1.016, 1.809, -1.386], [-0.631, 5.418, 3.107], [0.433, 4.155, 3.755], [-1.181, 4.404, 4.449], [-2.988, 4.788, 1.366], [-2.397, 3.863, -0.022], [-1.389, 5.119, 0.707], [-2.855, 1.308, 3.264], [-3.827, 2.688, 2.738], [-2.866, 2.794, 4.218], [2.832, 1.855, 3.218], [2.490, 0.884, 4.673], [1.983, 2.581, 4.606], [0.545, -0.952, 2.096], [-1.031, -0.745, 2.913], [0.428, -1.288, 3.786], [-0.803, 2.418, 5.263], [-0.045, 0.893, 5.752], [-1.603, 0.874, 4.892], [1.807, 5.112, 2.349], [0.352, 5.570, 1.458], [1.913, 5.446, 0.610], [3.539, 3.110, 1.547], [3.274, 2.937, -0.197], [2.999, 1.565, 0.881], [0.108, 5.062, -1.283], [0.295, 4.776, -3.764], [1.184, 2.594, -4.640], [1.593, 0.767, -3.079], [-2.966, -3.317, 0.802], [-0.915, -2.798, 0.465], [-1.173, -3.610, -1.478], [-2.486, -4.352, -1.445], [-2.853, -5.174, -2.514], [-4.069, -5.840, -2.500], [-4.927, -5.694, -1.413], [-4.566, -4.885, -0.349], [-3.345, -4.208, -0.359], [-3.610, -2.440, 0.870], [-2.997, -3.833, 1.762], [-0.323, -4.252, -1.699], [-1.185, -2.785, -2.188], [-2.172, -5.308, -3.352], [-4.344, -6.485, -3.330], [-5.875, -6.221, -1.392], [-5.233, -4.783, 0.505], [0.337, -2.171, -6.497], [0.883, -1.867, -5.169], [0.106, -1.413, -4.115], [0.904, -1.267, -3.010], [0.435, -0.931, -1.866], [2.207, -1.607, -3.426], [2.145, -1.982, -4.749], [3.238, -2.453, -5.650], [-1.309, -1.235, -4.309], [-1.779, -0.005, -4.737], [-3.127, 0.139, -5.034], [-3.995, -0.935, -4.876], [-3.513, -2.167, -4.437], [-2.158, -2.323, -4.171], [-0.467, -1.487, -6.739], [-0.035, -3.192, -6.558], [1.134, -2.034, -7.219], [3.091, -1.627, -2.819], [4.129, -2.666, -5.063], [3.493, -1.690, -6.389], [2.953, -3.360, -6.186], [-1.091, 0.823, -4.850], [-3.501, 1.093, -5.393], [-5.051, -0.817, -5.105], [-4.190, -3.009, -4.309], [-1.761, -3.286, -3.856], [-2.908, 0.221, 0.626], [-2.059, 0.252, -0.607], [-2.192, 1.622, -1.184], [-3.571, 2.002, -1.455], [-4.349, 1.913, -0.214], [-4.297, 0.563, 0.367], [-4.845, -0.377, -0.623], [-4.076, -0.339, -1.876], [-2.690, -0.686, -1.588], [-4.132, 1.033, -2.406], [-2.485, 0.911, 1.332], [-2.865, -0.780, 1.035], [-1.634, 1.642, -2.121], [-1.747, 2.315, -0.490], [-5.385, 2.170, -0.433], [-3.959, 2.628, 0.503], [-5.880, -0.109, -0.832], [-4.828, -1.390, -0.219], [-2.109, -0.655, -2.500], [-2.654, -1.693, -1.181], [-5.169, 1.294, -2.614], [-3.567, 1.080, -3.333]], "forces_ev_per_angstrom": [[-0.83, -0.30, -1.29], [-0.06, 0.17, 0.04], [0.12, 0.23, 0.21], [0.14, 0.10, -0.18], [-0.05, -0.17, 0.25], [-0.01, -0.18, 0.13], [0.06, -0.06, 0.08], [-0.03, -0.06, -0.09], [0.11, 0.01, 0.06], [0.05, -0.02, 0.16], [0.02, -0.09, 0.13], [-0.01, 0.02, 0.06], [0.06, -0.02, -0.02], [-0.11, 0.06, -0.08], [-0.03, -0.08, -0.06], [-0.12, 0.09, -0.03], [0.11, 0.07, -0.08], [0.07, -0.10, 0.06], [-0.09, 0.07, 0.06], [-0.02, 0.00, -0.16], [-0.12, 0.08, -0.20], [0.07, -0.09, -0.06], [0.04, 0.07, -0.02], [-0.10, 0.06, -0.22], [0.04, 0.00, -0.01], [-0.06, 0.05, -0.04], [0.09, 0.22, 0.48], [-0.11, -0.03, 0.07], [-0.20, 0.27, -0.30], [-0.44, -0.14, 0.11], [0.48, -0.40, -0.39], [-0.13, -0.38, 0.01], [0.54, 0.11, 0.10], [0.17, 0.29, 0.23], [-0.45, 0.43, 0.27], [0.07, -0.28, -0.52], [-0.14, 0.48, 0.18], [0.19, -0.02, 0.14], [0.26, 0.06, 0.06], [0.01, 0.04, -0.17], [-0.01, 0.01, -0.07], [-0.09, 0.28, -0.17], [-0.10, 0.13, 0.29], [-0.30, 0.40, 0.51], [-0.06, -0.33, 0.31], [-0.52, 0.12, -0.03], [0.13, 0.04, -0.22], [0.20, -0.05, -0.12], [0.03, 0.34, 0.36], [-0.23, -0.15, -0.01], [-0.04, 0.34, -0.03], [0.22, -0.08, 0.07], [-0.09, -0.13, -0.30], [-0.23, -0.08, 0.34], [-0.08, 0.26, -0.14], [0.08, -0.25, -0.14], [0.20, -0.74, 0.15], [0.02, 0.04, -0.05], [-0.02, -0.03, -0.24], [0.08, -0.42, 0.02], [-0.09, 0.08, -0.18], [0.33, 0.10, 0.12], [-0.07, 0.01, -0.32], [0.46, -0.07, -0.15], [0.02, -0.04, 0.05], [-0.09, -0.10, -0.11], [0.02, 0.03, 0.09], [0.00, 0.19, -0.13], [0.08, -0.23, -0.13], [0.05, -0.13, 0.09], [-0.03, 0.04, 0.09], [0.05, -0.12, -0.04], [-0.02, 0.06, -0.04], [0.36, -0.51, 0.62], [0.02, 0.05, 0.13], [0.06, -0.03, -0.11], [-0.05, -0.06, 0.07], [-0.01, -0.02, -0.04], [-0.02, -0.02, -0.04], [-0.04, 0.05, 0.04], [-0.16, -0.03, 0.07], [0.04, -0.23, 0.02], [-0.03, -0.06, -0.08], [-0.01, -0.09, 0.01], [0.14, -0.17, 0.37], [-0.09, -0.06, 0.13], [0.04, 0.08, 0.12], [0.10, 0.05, -0.01], [0.13, -0.01, -0.15], [0.13, 0.04, 0.31], [-0.32, 0.10, -0.26], [-0.09, -0.18, -0.29], [-0.10, -0.41, 0.04], [0.10, 0.63, 0.67], [0.08, -0.01, 0.20], [0.11, -0.08, -0.27], [-0.05, -0.02, 0.03], [0.39, -0.17, -0.55], [0.15, 0.01, -0.31], [0.00, -0.29, -0.51], [0.10, -0.17, -0.18], [0.06, 0.01, -0.09], [-0.12, -0.35, -0.41], [-0.08, 0.14, 0.05], [0.00, -0.05, 0.11], [0.07, 0.00, -0.02], [-0.01, 0.01, 0.03], [-0.01, 0.01, -0.01], [-0.02, -0.01, 0.02], [0.01, 0.05, 0.06], [0.01, 0.02, -0.01], [0.06, -0.14, -0.01], [0.17, -0.02, 0.07], [0.14, 0.16, -0.01], [-0.21, 0.35, -0.38], [-0.27, 0.01, -0.53], [0.10, 0.29, 0.32], [-0.25, -0.39, -0.27], [-0.03, -0.22, 0.04], [0.02, -0.17, 0.02], [0.02, 0.01, -0.20], [0.19, 0.18, -0.05], [-0.06, 0.23, 0.24], [-0.07, 0.41, 0.18], [0.12, 0.09, 0.43], [0.12, 0.26, 0.22], [0.08, -0.01, 0.13], [0.07, 0.02, -0.09], [0.12, 0.02, 0.14], [-0.03, -0.01, 0.02], [0.00, 0.00, 0.11], [-0.04, 0.02, 0.00], [-0.02, 0.03, -0.06], [-0.19, 0.17, 0.51], [-0.17, 0.10, -0.03], [-0.07, 0.01, 0.01], [-0.16, 0.21, 0.55]], "mulliken_charge": [-3.755, 2.070, 0.827, 0.309, 0.133, 1.628, -2.067, -1.966, -2.089, -1.904, -0.825, 0.348, 0.267, 0.441, 0.461, 0.403, 0.349, 0.483, 0.349, 0.512, -0.096, 0.462, 0.633, -0.183, 0.508, 0.370, -1.346, 0.222, -1.404, -1.431, 2.764, 0.146, -0.906, 0.332, -1.124, 0.584, -1.544, -0.557, 0.228, -0.696, -1.037, -0.739, -0.630, 1.691, 0.634, 0.241, 0.599, 0.525, 0.307, 0.528, 0.233, 0.478, 0.565, 0.129, 0.332, 0.537, -1.314, 0.604, 0.369, 0.301, 0.458, 0.398, 0.436, 0.441, 0.582, 0.826, 0.545, -0.827, 0.529, 0.496, 0.610, 0.114, -1.064, 0.143, -0.812, 0.949, 0.076, -0.949, -0.737, -0.839, 0.337, 0.484, 0.852, 1.179, -1.039, 0.503, 0.458, 0.423, 0.518, -0.826, -0.615, 1.707, -1.033, 1.803, -0.252, 0.268, -1.834, -1.157, -0.521, -0.440, -0.587, -0.455, -0.734, 0.366, 0.252, 0.468, 0.446, 0.440, 0.374, 0.418, 0.680, 0.455, 0.482, 0.482, 1.172, -0.541, 2.504, -0.415, 0.487, -0.446, 0.474, -1.008, 0.664, -0.863, -0.374, -1.288, -0.008, -0.280, -0.940, 0.526, -0.398, 0.407, 0.415, -0.390, -0.381, 0.325, -0.213], "largest_force_ha_per_bohr": 0.030, "de_lowest_kj_mol": 182.7, "homo_energy_ha": -0.4390, "energy_ha": -3553.76533, "gap_ev": 6.2, "charge": 2, "e_lumo_ev": -5.70}